Version i
Density functional theory data (ωB97M-V/def2-TZVPD) for the ion C5H6N with charge +1.

Each line ends with the natural charge from an NBO analysis.
Geometry (Å):
N (-1.45, 1.69, 0.57)  -0.57
C (-0.71, -0.41, 0.24)  -0.36
C (-0.64, 2.46, 0.16)  0.53
C (1.51, -0.81, -0.79)  -0.69
C (-1.57, 0.45, 0.93)  0.34
C (0.46, -0.09, -0.22)  0.19
H (1.21, -1.84, -0.86)  0.25
H (-2.39, -0.04, 1.46)  0.27
H (-1.06, -1.40, 0.34)  0.25
H (0.54, 1.05, -0.09)  0.19
H (1.76, -0.41, -1.71)  0.29
H (2.35, -0.66, -0.02)  0.30

2S+1: 1
net charge: +1
E_HOMO: -16.4 eV
E_LUMO: -7.66 eV

Version ii
Density functional theory data (ωB97M-V/def2-TZVPD) for the ion C5H6N with charge +1.

Each line ends with the natural charge from an NBO analysis.
Geometry (Å):
N (-0.74, -0.09, -0.14)  -0.24
C (-2.06, -0.01, 0.42)  0.11
C (1.54, -0.64, 0.39)  -0.13
C (1.51, 0.67, 0.31)  -0.16
C (0.38, -0.85, -0.62)  -0.05
C (0.30, 0.73, -0.57)  -0.07
H (-2.29, 1.09, 0.45)  0.24
H (-2.77, -0.87, 0.68)  0.28
H (1.80, 1.45, 1.02)  0.25
H (1.99, -1.47, 0.99)  0.26
H (0.28, -1.35, -1.53)  0.26
H (0.05, 1.33, -1.40)  0.25

2S+1: 1
net charge: +1
E_HOMO (spin up / spin down): -14.7 / -14.7 eV
E_LUMO (spin up / spin down): -6.02 / -6.02 eV
SMILES: C=[N+]1[C@@H]2C=C[C@@H]21

Verdict on stability: version ii comes out at the bottom.

Version i
Density functional theory data (ωB97M-V/def2-TZVPD) for a cluster of 7 separate species, H14O7 in total.

Each line ends with the natural charge from an NBO analysis.
Geometry (Å):
O (-0.71, -0.33, 1.45)  -0.99
O (-1.13, 2.01, -0.82)  -0.92
O (1.45, -2.33, 0.06)  -0.97
O (3.19, 0.04, -0.41)  -0.98
O (1.11, 1.91, 0.64)  -1.01
O (-0.82, -0.73, -1.32)  -0.97
O (-3.07, -0.61, 0.16)  -0.98
H (0.75, -2.16, 0.73)  0.47
H (1.30, 2.72, 1.04)  0.48
H (-0.39, 0.58, 1.50)  0.49
H (2.59, 0.57, 0.11)  0.50
H (-2.42, -0.61, 0.91)  0.50
H (2.05, -1.59, 0.07)  0.50
H (4.09, 0.13, -0.06)  0.48
H (-0.41, -0.49, 0.49)  0.48
H (-1.59, -1.07, -0.94)  0.49
H (0.30, 2.04, 0.07)  0.50
H (-3.64, -1.28, 0.51)  0.47
H (-0.19, -1.42, -1.15)  0.49
H (-0.85, 1.32, -1.31)  0.49
H (-1.64, 1.57, -0.11)  0.48

2S+1: 1
net charge: 0
E_HOMO: -11.6 eV
E_LUMO: 0.39 eV
SMILES: O.O.O.O.O.O.O

Version ii
Density functional theory data (ωB97M-V/def2-TZVPD) for a cluster of 7 separate species, H14O7 in total.

Each line ends with the natural charge from an NBO analysis.
Geometry (Å):
O (1.71, -1.56, 0.66)  -1.01
O (-0.44, -0.24, 1.78)  -0.99
O (-1.14, 1.18, -1.18)  -0.97
O (2.08, 0.52, -0.88)  -0.98
O (-0.17, -1.47, -1.45)  -1.00
O (-2.28, -0.84, 0.11)  -1.01
O (0.38, 2.28, 0.58)  -1.02
H (0.48, -1.54, -0.73)  0.49
H (-1.66, -0.62, 0.83)  0.51
H (0.21, -0.87, 1.51)  0.51
H (-3.14, -0.94, 0.49)  0.49
H (2.24, -2.34, 0.70)  0.49
H (-0.05, 0.69, 1.79)  0.52
H (-1.01, -1.33, -0.96)  0.49
H (1.65, 1.17, -0.22)  0.52
H (-0.28, 1.95, -0.06)  0.50
H (-0.59, 0.45, -1.46)  0.49
H (0.21, 3.19, 0.73)  0.48
H (2.13, -0.86, 0.10)  0.52
H (-1.83, 0.71, -0.72)  0.50
H (1.50, 0.47, -1.61)  0.48

2S+1: 1
net charge: 0
E_HOMO: -11.1 eV
E_LUMO: 0.54 eV
SMILES: O.O.O.O.O.O.O

Verdict on stability: version i comes out at the bottom.

Version i
Density functional theory data (ωB97M-V/def2-TZVPD) for a cluster of 7 separate species, H14O7 in total.

Each line ends with the natural charge from an NBO analysis.
Geometry (Å):
O (-0.44, -1.99, -0.11)  -1.01
O (2.62, 1.12, 0.04)  -1.00
O (-0.99, 1.44, 0.97)  -1.03
O (1.04, -0.39, 1.61)  -1.00
O (0.24, 1.75, -1.24)  -0.99
O (-0.09, -0.67, -2.52)  -0.98
O (-2.45, -0.72, 1.03)  -0.99
H (0.62, -1.07, 1.08)  0.50
H (-0.24, -1.22, -1.71)  0.51
H (0.76, -0.94, -2.88)  0.47
H (-2.57, -0.99, 1.98)  0.48
H (-2.07, 0.20, 1.08)  0.52
H (0.40, 0.38, 1.61)  0.50
H (-1.23, 2.31, 1.33)  0.49
H (2.12, 0.49, 0.63)  0.51
H (1.18, 1.70, -0.95)  0.51
H (-1.29, -1.62, 0.24)  0.52
H (-0.56, 1.61, 0.04)  0.52
H (3.38, 0.61, -0.29)  0.47
H (0.12, 0.96, -1.84)  0.51
H (-0.52, -2.96, -0.10)  0.49

2S+1: 1
net charge: 0
E_HOMO: -11.1 eV
E_LUMO: 0.41 eV
SMILES: O.O.O.O.O.O.O

Version ii
Density functional theory data (ωB97M-V/def2-TZVPD) for a cluster of 7 separate species, H14O7 in total.

Each line ends with the natural charge from an NBO analysis.
Geometry (Å):
O (0.63, 0.26, -1.55)  -0.98
O (-0.39, -2.68, 0.67)  -0.98
O (0.03, 0.34, 1.74)  -0.96
O (-1.93, -1.44, -1.13)  -0.95
O (2.48, 1.52, 0.44)  -0.97
O (-0.75, -0.23, -4.12)  -0.96
O (-0.67, 2.15, 4.19)  -0.95
H (-1.42, -0.66, -1.40)  0.49
H (-0.19, 0.02, -3.36)  0.49
H (2.14, 0.85, 1.04)  0.49
H (2.99, 2.09, 1.02)  0.49
H (0.17, 2.40, 4.59)  0.47
H (-0.92, 0.20, 1.88)  0.49
H (1.17, 0.82, -0.96)  0.50
H (-0.85, -2.52, -0.18)  0.50
H (-0.48, 1.45, 3.55)  0.48
H (0.21, -3.43, 0.63)  0.46
H (0.06, 0.57, 0.81)  0.47
H (-1.45, 0.43, -4.15)  0.47
H (-2.16, -1.73, -2.02)  0.48
H (1.32, -0.40, -1.68)  0.48

2S+1: 1
net charge: 0
E_HOMO: -10.8 eV
E_LUMO: 0.24 eV
SMILES: O.O.O.O.O.O.O

Verdict on stability: version ii comes out at the bottom.

Version i
Density functional theory data (ωB97M-V/def2-TZVPD) for a cluster of 7 separate species, H14O7 in total.

Each line ends with the natural charge from an NBO analysis.
Geometry (Å):
O (0.01, -3.00, 1.18)  -0.99
O (2.42, 1.57, -0.86)  -0.98
O (-2.82, 0.52, -0.86)  -0.97
O (2.38, -0.86, 0.60)  -0.95
O (-0.74, -1.22, -0.77)  -0.98
O (-0.03, 1.02, 1.74)  -0.98
O (-0.30, 1.87, -1.04)  -1.01
H (-0.72, 1.60, 2.15)  0.47
H (0.70, 1.78, -1.13)  0.51
H (-0.14, -0.77, -0.14)  0.48
H (-0.12, 1.29, 0.80)  0.49
H (2.44, 0.65, -0.41)  0.52
H (-0.64, -2.90, 1.92)  0.47
H (-0.65, 1.01, -1.35)  0.48
H (1.75, -0.88, 1.31)  0.50
H (2.66, 1.48, -1.75)  0.47
H (-3.67, 0.38, -0.49)  0.48
H (-1.64, -0.81, -0.56)  0.51
H (2.19, -1.66, 0.15)  0.48
H (-0.39, -2.55, 0.41)  0.49
H (-2.69, 1.48, -0.91)  0.50

2S+1: 1
net charge: 0
E_HOMO: -11.2 eV
E_LUMO: 0.18 eV
SMILES: O.O.O.O.O.O.O

Version ii
Density functional theory data (ωB97M-V/def2-TZVPD) for a cluster of 7 separate species, H14O7 in total.

Each line ends with the natural charge from an NBO analysis.
Geometry (Å):
O (0.77, 1.56, 3.65)  -0.94
O (0.00, -2.45, -1.37)  -0.95
O (-2.09, 4.06, -0.26)  -0.94
O (0.04, -3.64, 2.05)  -0.94
O (3.29, 0.09, -0.36)  -0.95
O (-3.37, -0.95, -3.03)  -0.93
O (-0.28, 0.98, 0.30)  -0.96
H (0.64, 0.81, 0.11)  0.48
H (0.60, 1.37, 2.73)  0.48
H (-1.59, 3.26, -0.06)  0.48
H (-0.72, 0.15, 0.13)  0.48
H (0.05, -3.08, 1.27)  0.47
H (-1.43, 4.75, -0.25)  0.46
H (-3.11, -0.54, -3.85)  0.47
H (0.82, -3.38, 2.54)  0.47
H (0.62, -1.76, -1.62)  0.47
H (0.63, 2.50, 3.73)  0.47
H (-2.56, -1.26, -2.64)  0.47
H (0.07, -3.10, -2.07)  0.48
H (3.71, 0.13, -1.22)  0.47
H (3.92, 0.49, 0.24)  0.48

2S+1: 1
net charge: 0
E_HOMO: -11.3 eV
E_LUMO: -0.16 eV
SMILES: O.O.O.O.O.O.O

Version iii
Density functional theory data (ωB97M-V/def2-TZVPD) for a cluster of 7 separate species, H14O7 in total.

Each line ends with the natural charge from an NBO analysis.
Geometry (Å):
O (-1.78, 0.32, -3.72)  -0.95
O (-0.33, 2.72, -0.57)  -0.97
O (0.52, -0.27, -2.13)  -0.96
O (-2.17, 1.51, 1.21)  -0.96
O (-0.06, -2.94, 2.40)  -0.95
O (2.60, -1.02, 2.50)  -0.94
O (0.13, -0.04, 0.58)  -0.96
H (-2.97, 1.06, 0.93)  0.48
H (0.46, -3.68, 2.72)  0.46
H (2.63, -0.28, 3.10)  0.47
H (1.00, 0.32, 0.43)  0.48
H (1.10, 0.19, -2.74)  0.49
H (0.55, -2.20, 2.43)  0.49
H (-0.28, -0.05, -0.28)  0.49
H (3.00, -0.68, 1.69)  0.47
H (-1.56, 0.80, 1.42)  0.49
H (-1.14, 0.05, -3.07)  0.48
H (-0.08, 3.41, 0.04)  0.46
H (-1.46, -0.05, -4.54)  0.46
H (-0.76, 2.06, -0.03)  0.49
H (0.59, -1.19, -2.38)  0.48

2S+1: 1
net charge: 0
E_HOMO: -10.7 eV
E_LUMO: 0.03 eV
SMILES: O.O.O.O.O.O.O

Version iv
Density functional theory data (ωB97M-V/def2-TZVPD) for a cluster of 7 separate species, H14O7 in total.

Each line ends with the natural charge from an NBO analysis.
Geometry (Å):
O (-0.52, 0.16, 0.16)  -0.99
O (-1.70, -2.71, 0.00)  -0.96
O (0.24, 1.51, -3.00)  -0.95
O (0.55, -2.42, 2.03)  -0.94
O (-0.61, 2.88, 1.12)  -0.97
O (2.28, 2.24, 0.89)  -0.94
O (1.03, -1.79, -1.11)  -0.96
H (0.54, -2.06, 1.14)  0.48
H (-2.07, -3.41, 0.54)  0.49
H (0.17, 0.79, -2.36)  0.48
H (1.19, 1.61, -3.14)  0.47
H (-2.07, -2.86, -0.88)  0.47
H (1.34, 2.09, 0.81)  0.47
H (-0.56, 3.72, 0.65)  0.50
H (-0.14, -1.93, 2.49)  0.46
H (0.59, -1.07, -0.64)  0.49
H (0.31, -2.37, -1.37)  0.47
H (-0.57, 1.08, 0.42)  0.50
H (2.69, 1.74, 0.18)  0.47
H (-1.40, -0.21, 0.28)  0.49
H (-1.30, 3.01, 1.78)  0.49

2S+1: 1
net charge: 0
E_HOMO: -10.8 eV
E_LUMO: 0.02 eV
SMILES: O.O.O.O.O.O.O

Verdict on stability: version ii comes out at the bottom.

Version i
Density functional theory data (ωB97M-V/def2-TZVPD) for a cluster of 7 separate species, H14O7 in total.

Each line ends with the natural charge from an NBO analysis.
Geometry (Å):
O (3.51, -1.71, 0.60)  -0.94
O (-0.80, -2.95, -0.90)  -0.94
O (-2.27, 2.74, 1.51)  -0.95
O (2.40, 0.98, 0.04)  -0.96
O (-0.12, -0.03, -0.87)  -0.99
O (-1.55, -0.01, 1.75)  -0.96
O (-1.14, 0.24, -3.50)  -0.96
H (-0.78, -1.99, -0.83)  0.48
H (0.76, 0.27, -0.66)  0.50
H (-2.27, -0.53, 1.39)  0.49
H (-3.00, 2.78, 2.13)  0.46
H (2.20, 1.61, 0.73)  0.49
H (3.17, -0.96, 0.11)  0.47
H (3.30, 1.19, -0.23)  0.49
H (-1.50, 1.12, -3.62)  0.46
H (-1.58, -0.18, 2.69)  0.49
H (-0.61, 0.05, -0.05)  0.48
H (4.38, -1.45, 0.87)  0.46
H (-0.82, 0.23, -2.60)  0.49
H (-1.95, 1.84, 1.57)  0.48
H (-1.33, -3.23, -0.15)  0.45

2S+1: 1
net charge: 0
E_HOMO: -10.5 eV
E_LUMO: -0.16 eV
SMILES: O.O.O.O.O.O.O

Version ii
Density functional theory data (ωB97M-V/def2-TZVPD) for a cluster of 7 separate species, H14O7 in total.

Each line ends with the natural charge from an NBO analysis.
Geometry (Å):
O (0.12, 2.53, -0.61)  -1.01
O (1.37, 0.08, -0.35)  -0.99
O (-2.97, 0.13, -2.49)  -0.96
O (-2.46, 1.70, -0.05)  -0.97
O (-1.11, -1.37, -1.01)  -1.00
O (3.57, -1.60, 1.34)  -0.98
O (1.30, -0.98, 3.39)  -0.95
H (2.16, -0.36, 0.02)  0.50
H (-1.78, 1.03, 0.10)  0.48
H (3.17, -1.46, 2.21)  0.50
H (-2.72, 0.88, -2.95)  0.47
H (0.88, -0.71, -0.63)  0.50
H (-1.66, -0.98, -1.75)  0.51
H (0.58, 3.36, -0.70)  0.48
H (0.72, 1.75, -0.65)  0.52
H (0.92, -1.84, 3.26)  0.47
H (-1.37, -2.34, -1.02)  0.47
H (-1.87, 2.45, -0.17)  0.50
H (-3.27, 0.61, -1.67)  0.51
H (3.47, -2.49, 1.03)  0.47
H (0.92, -0.42, 2.69)  0.49

2S+1: 1
net charge: 0
E_HOMO: -11.1 eV
E_LUMO: 0.25 eV
SMILES: O.O.O.O.O.O.O

Version iii
Density functional theory data (ωB97M-V/def2-TZVPD) for a cluster of 7 separate species, H14O7 in total.

Each line ends with the natural charge from an NBO analysis.
Geometry (Å):
O (-0.78, 0.75, -2.02)  -0.99
O (-1.84, -1.19, 0.25)  -0.94
O (0.81, 2.17, -0.30)  -1.00
O (2.27, -2.15, 0.33)  -0.98
O (0.91, 0.18, 1.61)  -0.99
O (1.85, -0.39, -2.02)  -0.97
O (-3.15, 0.66, 2.22)  -0.96
H (2.12, 0.21, -1.31)  0.47
H (-1.28, -1.88, 0.62)  0.46
H (1.68, 2.51, -0.08)  0.49
H (0.63, 1.54, 0.44)  0.51
H (2.16, -1.82, -0.58)  0.51
H (-4.08, 0.90, 2.18)  0.46
H (-0.91, 1.28, -2.82)  0.49
H (-0.36, 1.38, -1.40)  0.50
H (1.32, -0.55, 1.12)  0.50
H (0.88, -0.23, -2.05)  0.50
H (-2.96, 0.32, 1.33)  0.49
H (1.65, -2.88, 0.45)  0.47
H (-1.14, -0.65, -0.16)  0.48
H (0.22, -0.19, 2.17)  0.49

2S+1: 1
net charge: 0
E_HOMO: -11.2 eV
E_LUMO: 0.16 eV
SMILES: O.O.O.O.O.O.O

Version iv
Density functional theory data (ωB97M-V/def2-TZVPD) for a cluster of 7 separate species, H14O7 in total.

Each line ends with the natural charge from an NBO analysis.
Geometry (Å):
O (-7.25, -12.90, 12.51)  -0.97
O (-5.14, -14.40, 11.62)  -0.94
O (-6.03, -16.49, 10.16)  -0.98
O (-8.46, -15.06, 9.44)  -0.95
O (-4.30, -13.86, 7.96)  -0.95
O (-8.14, -16.82, 7.10)  -0.98
O (-4.71, -16.43, 7.60)  -0.97
H (-4.23, -14.18, 11.35)  0.50
H (-5.34, -16.63, 6.91)  0.51
H (-9.00, -16.67, 6.75)  0.47
H (-4.46, -14.79, 8.03)  0.48
H (-6.52, -13.51, 12.27)  0.48
H (-7.90, -14.30, 9.27)  0.47
H (-5.47, -16.54, 9.39)  0.48
H (-7.54, -12.42, 11.72)  0.47
H (-7.93, -15.57, 10.02)  0.49
H (-8.11, -16.40, 7.98)  0.50
H (-5.63, -15.82, 10.68)  0.46
H (-5.08, -15.12, 12.20)  0.48
H (-3.74, -13.62, 8.69)  0.45
H (-4.18, -17.21, 7.72)  0.49

2S+1: 1
net charge: 0
E_HOMO: -10.9 eV
E_LUMO: -0.20 eV
SMILES: O.O.O.O.O.O.O

Verdict on stability: version iv comes out at the bottom.

Version i
Density functional theory data (ωB97M-V/def2-TZVPD) for a cluster of 7 separate species, H14O7 in total.

Each line ends with the natural charge from an NBO analysis.
Geometry (Å):
O (-1.88, -0.32, 1.93)  -0.96
O (0.39, 2.86, -1.66)  -0.96
O (-2.20, -2.50, -2.89)  -0.95
O (2.09, 2.79, 1.13)  -0.94
O (-1.49, -1.77, -0.51)  -0.97
O (0.48, 0.19, -0.59)  -0.98
O (2.87, 0.09, 0.94)  -0.94
H (-0.22, -0.42, -0.37)  0.49
H (-1.79, -1.33, 0.29)  0.51
H (1.27, -0.20, -0.20)  0.47
H (-1.34, -2.68, -0.24)  0.48
H (1.71, 2.30, 1.86)  0.45
H (-1.91, -0.46, 2.87)  0.49
H (-1.75, -2.03, -2.19)  0.49
H (-0.12, 3.12, -0.89)  0.46
H (0.65, 1.95, -1.48)  0.49
H (3.08, -0.63, 0.35)  0.48
H (-2.28, 0.55, 1.80)  0.49
H (2.42, 2.11, 0.54)  0.48
H (2.60, -0.34, 1.75)  0.48
H (-2.58, -3.27, -2.46)  0.45

2S+1: 1
net charge: 0
E_HOMO: -10.2 eV
E_LUMO: -0.31 eV
SMILES: O.O.O.O.O.O.O

Version ii
Density functional theory data (ωB97M-V/def2-TZVPD) for a cluster of 7 separate species, H14O7 in total.

Each line ends with the natural charge from an NBO analysis.
Geometry (Å):
O (2.26, 1.13, 0.52)  -0.95
O (-1.17, 0.75, -3.66)  -0.95
O (-0.41, 0.37, 1.27)  -1.01
O (1.17, -0.39, -1.52)  -1.00
O (-0.01, -2.52, 0.86)  -0.95
O (-0.39, 1.53, 3.81)  -0.96
O (-1.50, -0.98, -1.18)  -1.01
H (0.26, -3.37, 1.23)  0.47
H (1.49, 1.73, 0.53)  0.49
H (-0.13, -0.27, 1.92)  0.50
H (-0.53, -1.02, -1.29)  0.50
H (-0.67, 1.55, 2.88)  0.49
H (-1.82, -0.28, -1.74)  0.49
H (1.90, -0.69, -2.05)  0.48
H (-0.69, -2.72, 0.19)  0.49
H (-0.82, 1.40, -4.27)  0.47
H (-0.83, 2.31, 4.17)  0.46
H (-0.32, 0.39, -3.34)  0.48
H (1.48, 0.18, -0.79)  0.52
H (2.96, 1.75, 0.74)  0.48
H (-1.08, 0.07, 0.64)  0.51

2S+1: 1
net charge: 0
E_HOMO: -10.9 eV
E_LUMO: 0.45 eV
SMILES: O.O.O.O.O.O.O

Verdict on stability: version i comes out at the bottom.